11
Properties=species:S:1:pos:R:3:mulliken_charge:R:1 method="wB97M-V/def2-TZVPD" charge=0 homo_lumo_gap_ev=9.8 de_lowest_ev=2.668 e_homo_ev=-9.07
C -2.42705 -0.08717 0.02581 -0.259
N -1.14249 -0.32985 -0.30131 -0.336
N -0.33577 0.87422 -0.17628 -0.334
C 0.90342 0.72826 -0.05218 0.019
C 1.72080 -0.55045 0.01117 -0.721
H -3.03744 -0.95982 0.17135 0.267
H -2.96740 0.91266 0.36554 0.254
H 1.43261 1.70544 -0.01442 0.332
H 1.05891 -1.46930 -0.10487 0.304
H 2.33285 -0.35217 0.92217 0.248
H 2.46157 -0.47182 -0.84698 0.227